No. 1
{
  "formula": "C20H18FN3O4S",
  "method": "the ωB97M-V functional and the def2-TZVPD basis",
  "smiles": "CCN1C(=O)C[C@H](C(=O)Nc2ccc(F)cc2)S/C1=N\\c1ccc2c(c1)OCO2",
  "e_homo_ev": -7.53,
  "orbital_gap_ev": 7.76,
  "multiplicity": 1,
  "relative_energy_ev": 0.816,
  "charge": 0,
  "lumo_ev": 0.2,
  "symbols": ["C", "C", "N", "C", "O", "C", "C", "C", "O", "N", "C", "C", "C", "C", "F", "C", "C", "S", "C", "N", "C", "C", "C", "C", "C", "C", "O", "C", "O", "H", "H", "H", "H", "H", "H", "H", "H", "H", "H", "H", "H", "H", "H", "H", "H", "H", "H"],
  "coordinates": [[-0.4480, -0.9266, -2.8234], [0.1453, -2.1614, -2.1614], [0.0746, -2.0523, -0.7009], [-0.9907, -2.6628, -0.0958], [-1.8250, -3.2679, -0.7328], [-1.0924, -2.5524, 1.4150], [-0.8521, -1.1112, 1.8390], [-1.6759, -0.1335, 0.9843], [-1.1654, 0.5774, 0.1523], [-3.0002, -0.1974, 1.2675], [-4.0558, 0.4910, 0.6520], [-5.3450, 0.2437, 1.1205], [-6.4304, 0.8891, 0.5623], [-6.2138, 1.7841, -0.4704], [-7.2694, 2.4193, -1.0177], [-4.9439, 2.0423, -0.9522], [-3.8607, 1.3938, -0.3890], [0.9137, -0.7651, 1.5914], [1.0643, -1.2866, -0.1187], [2.0831, -0.9907, -0.7968], [3.0732, -0.1017, -0.4289], [2.7618, 1.2155, -0.0956], [3.7556, 2.1490, 0.1736], [5.0581, 1.7183, 0.1089], [5.3740, 0.4018, -0.2317], [4.4073, -0.5262, -0.5170], [6.7358, 0.2460, -0.2288], [7.2681, 1.5050, 0.1221], [6.2168, 2.4207, 0.3325], [-1.4976, -0.8242, -2.5577], [-0.3664, -1.0149, -3.9028], [0.0837, -0.0356, -2.5002], [1.1944, -2.2789, -2.4324], [-0.4197, -3.0525, -2.4389], [-0.3475, -3.2027, 1.8814], [-2.0843, -2.9115, 1.6987], [-1.0483, -0.9598, 2.9031], [-3.2914, -0.8372, 1.9939], [-5.4994, -0.4593, 1.9265], [-7.4324, 0.7066, 0.9161], [-4.8086, 2.7444, -1.7591], [-2.8663, 1.5870, -0.7535], [1.7260, 1.5166, -0.0689], [3.5158, 3.1682, 0.4251], [4.6494, -1.5405, -0.7831], [7.9177, 1.8692, -0.6906], [7.8640, 1.4089, 1.0445]]
}

No. 2
{
  "formula": "C20H23N3O4",
  "method": "the ωB97M-V functional and the def2-TZVPD basis",
  "smiles": "O=C(NCCc1ccccc1)c1ccc(NC[C@H]2CCCO2)c([N+](=O)[O-])c1",
  "e_homo_ev": -8.40,
  "orbital_gap_ev": 7.92,
  "multiplicity": 1,
  "relative_energy_ev": 5.284,
  "charge": 0,
  "lumo_ev": -0.5,
  "symbols": ["O", "C", "N", "C", "C", "C", "C", "C", "C", "C", "C", "C", "C", "C", "C", "N", "C", "C", "C", "C", "C", "O", "C", "N", "O", "O", "C", "H", "H", "H", "H", "H", "H", "H", "H", "H", "H", "H", "H", "H", "H", "H", "H", "H", "H", "H", "H", "H", "H", "H"],
  "coordinates": [[-0.4059, 3.3944, 2.7160], [-0.3366, 2.2351, 2.3590], [0.2990, 1.2800, 3.0826], [1.0755, 1.5983, 4.2558], [2.5846, 1.4784, 3.9826], [2.9288, 0.0714, 3.5865], [2.9363, -0.3066, 2.2486], [3.1910, -1.6183, 1.8869], [3.4413, -2.5706, 2.8598], [3.4377, -2.2040, 4.1953], [3.1798, -0.8934, 4.5548], [-0.9670, 1.7585, 1.0936], [-1.3624, 0.4329, 0.8632], [-1.9655, 0.0705, -0.3115], [-2.2194, 0.9951, -1.3500], [-2.8503, 0.6488, -2.4844], [-3.0618, -0.6664, -3.0192], [-2.0968, -0.9492, -4.1924], [-0.6185, -0.9159, -3.7574], [-0.0430, -2.1916, -4.3741], [-1.2750, -3.0936, -4.4023], [-2.3516, -2.2371, -4.7274], [-1.8090, 2.3372, -1.1071], [-1.9503, 3.3717, -2.0669], [-1.4371, 4.4479, -1.8381], [-2.5691, 3.1449, -3.1074], [-1.2110, 2.6878, 0.1041], [0.4657, 0.3728, 2.6763], [0.8216, 2.6234, 4.5329], [0.7914, 0.9202, 5.0674], [3.1235, 1.7609, 4.8876], [2.8527, 2.1736, 3.1854], [2.7525, 0.4357, 1.4834], [3.1970, -1.8963, 0.8428], [3.6429, -3.5935, 2.5787], [3.6372, -2.9418, 4.9585], [3.1783, -0.6115, 5.5981], [-1.2296, -0.3179, 1.6285], [-2.2811, -0.9528, -0.4351], [-2.9931, 1.4166, -3.1401], [-4.0867, -0.7374, -3.3955], [-2.9270, -1.4340, -2.2578], [-2.2962, -0.2217, -4.9894], [-0.1142, -0.0177, -4.1057], [-0.5450, -0.9533, -2.6692], [0.7739, -2.6146, -3.7949], [0.2993, -2.0019, -5.3912], [-1.2350, -3.8746, -5.1618], [-1.4386, -3.5590, -3.4187], [-0.9330, 3.7187, 0.2690]]
}

No. 3
{
  "formula": "H9O4S",
  "method": "the ωB97M-V functional and the def2-TZVPD basis",
  "e_homo_ev": -3.72,
  "orbital_gap_ev": 7.46,
  "multiplicity": 1,
  "relative_energy_ev": 1.246,
  "charge": -1,
  "lumo_ev": 3.7,
  "symbols": ["S", "H", "H", "H", "O", "H", "H", "O", "H", "H", "O", "H", "H", "O"],
  "coordinates": [[0.0093, -0.5360, -0.3572], [-0.3423, 0.3233, -1.3628], [-0.8514, -1.1821, 3.0049], [-0.2105, -1.0106, 1.6878], [-0.3061, -1.6969, 2.4066], [0.1844, 2.0786, -0.4913], [0.8439, 3.0477, -1.4551], [0.9430, 2.6775, -0.5774], [-2.7036, -0.6067, 1.1977], [-2.7269, -2.0154, 1.3845], [-3.3128, -1.3223, 1.0479], [3.4748, 0.3644, -2.0326], [2.1941, -0.1190, -1.8505], [2.8041, -0.0023, -2.6026]]
}

No. 4
{
  "formula": "C29H42Cl2CoO2Se",
  "method": "the ωB97M-V functional and the def2-TZVPD basis",
  "e_homo_ev": [-11.10, -11.15],
  "orbital_gap_ev": [6.01, 6.29],
  "multiplicity": 1,
  "charge": 1,
  "lumo_ev": [-5.1, -4.9],
  "symbols": ["Co", "C", "C", "C", "C", "C", "C", "C", "Se", "C", "C", "C", "C", "C", "C", "O", "C", "C", "C", "C", "C", "C", "C", "C", "C", "O", "C", "C", "C", "C", "C", "C", "H", "H", "H", "H", "H", "H", "H", "H", "H", "H", "H", "H", "H", "H", "H", "H", "H", "H", "H", "H", "H", "H", "H", "H", "H", "H", "H", "H", "H", "H", "H", "H", "H", "H", "H", "H", "H", "H", "H", "H", "Cl", "C", "Cl", "H", "H"],
  "coordinates": [[3.2707, -0.2080, 1.0880], [-3.2912, -2.8102, -0.3077], [-2.1812, -3.6920, -0.8979], [-2.5442, -4.0249, -2.3448], [-2.0893, -5.0016, -0.1020], [-0.8490, -2.9527, -0.7969], [-0.3756, -2.5511, 0.4502], [0.8338, -1.8967, 0.5146], [1.4265, -1.1243, 2.1679], [0.5062, 0.5504, 1.9848], [-0.8294, 0.6564, 2.3471], [-1.4950, 1.8364, 2.0687], [-0.7713, 2.8533, 1.4267], [0.5564, 2.7652, 1.0369], [1.2104, 1.5553, 1.3433], [2.5206, 1.3628, 1.0440], [1.2733, 3.9031, 0.3073], [2.4931, 4.3606, 1.1208], [0.3600, 5.1157, 0.1146], [1.7102, 3.4225, -1.0864], [-2.9644, 2.0608, 2.4136], [-3.0875, 3.2670, 3.3552], [-3.5769, 0.8405, 3.1006], [-3.7461, 2.3354, 1.1209], [1.6149, -1.5935, -0.5999], [2.8130, -0.9823, -0.3973], [1.1541, -1.9547, -1.8695], [-0.0664, -2.6390, -1.9026], [1.8540, -1.6801, -3.2088], [2.1996, -3.0224, -3.8710], [0.8899, -0.8913, -4.1112], [3.1422, -0.8593, -3.1013], [-4.2533, -3.3192, -0.3839], [-3.3628, -1.8621, -0.8441], [-3.1166, -2.5915, 0.7473], [-3.5007, -4.5481, -2.3647], [-1.8028, -4.6778, -2.8091], [-2.6481, -3.1252, -2.9545], [-3.0336, -5.5450, -0.1649], [-1.8815, -4.8188, 0.9534], [-1.2998, -5.6432, -0.4971], [-0.9412, -2.7394, 1.3546], [-1.3251, -0.1744, 2.8305], [-1.2947, 3.7726, 1.2086], [2.1900, 4.6946, 2.1150], [2.9745, 5.2002, 0.6166], [3.2292, 3.5663, 1.2315], [0.0305, 5.5358, 1.0667], [-0.5191, 4.8748, -0.4859], [0.9141, 5.8928, -0.4125], [2.3982, 2.5813, -1.0314], [2.2105, 4.2363, -1.6143], [0.8421, 3.1217, -1.6766], [-2.5310, 3.0993, 4.2790], [-4.1346, 3.4331, 3.6134], [-2.7107, 4.1803, 2.8937], [-3.0714, 0.6071, 4.0400], [-3.5486, -0.0423, 2.4577], [-4.6229, 1.0428, 3.3322], [-3.3843, 3.2295, 0.6119], [-4.8025, 2.4871, 1.3486], [-3.6626, 1.4946, 0.4294], [-0.4236, -2.9446, -2.8746], [1.3113, -3.6246, -4.0642], [2.8735, -3.6057, -3.2407], [2.6965, -2.8454, -4.8263], [-0.0308, -1.4365, -4.3160], [1.3718, -0.6867, -5.0684], [0.6244, 0.0636, -3.6533], [3.9174, -1.3813, -2.5420], [2.9707, 0.1109, -2.6352], [3.5176, -0.6850, -4.1109], [4.9230, -2.0412, 1.5771], [5.2578, -1.2617, 3.1440], [4.6328, 0.4073, 3.0818], [6.3276, -1.2339, 3.3094], [4.7274, -1.7998, 3.9203]]
}

No. 5
{
  "formula": "C56H44FN11O2Pb",
  "method": "the ωB97M-V functional and the def2-TZVPD basis",
  "e_homo_ev": -0.44,
  "orbital_gap_ev": 4.35,
  "multiplicity": 1,
  "relative_energy_ev": 5.852,
  "charge": -2,
  "lumo_ev": 3.9,
  "symbols": ["Pb", "C", "C", "C", "C", "C", "C", "C", "C", "C", "C", "C", "N", "C", "C", "C", "C", "C", "C", "C", "C", "C", "C", "C", "C", "C", "N", "C", "C", "C", "C", "C", "C", "C", "C", "C", "C", "C", "C", "N", "C", "C", "N", "C", "C", "C", "C", "C", "C", "H", "H", "H", "H", "H", "H", "H", "H", "H", "H", "H", "H", "H", "H", "H", "H", "H", "H", "H", "H", "H", "H", "H", "H", "H", "H", "H", "H", "C", "C", "N", "O", "C", "C", "N", "O", "H", "H", "H", "H", "H", "H", "H", "N", "N", "N", "C", "N", "N", "H", "H", "H", "F", "C", "C", "C", "C", "C", "C", "C", "H", "H", "H", "H", "H", "H"],
  "coordinates": [[-0.9173, 0.3010, -1.3087], [4.7350, -6.3264, 1.8974], [4.9860, -5.7910, 0.6432], [4.4663, -4.5518, 0.2951], [3.6675, -3.8347, 1.1876], [3.4163, -4.3871, 2.4477], [3.9465, -5.6174, 2.7979], [3.0946, -2.5537, 0.7440], [2.6162, -2.4614, -0.5511], [1.3471, -3.3145, -0.6692], [0.3772, -2.5075, -0.2487], [0.8841, -1.0707, -0.0426], [2.1196, -1.1365, -0.8652], [2.9234, -0.1764, -1.3259], [2.5882, 1.1519, -1.5274], [3.4291, 2.2628, -1.8859], [2.6479, 3.3819, -1.7807], [1.3385, 2.9279, -1.3464], [0.2267, 3.6773, -0.7550], [0.0276, 5.1223, -1.0169], [1.0468, 6.0625, -0.8388], [0.8198, 7.4148, -1.0463], [-0.4370, 7.8652, -1.4308], [-1.4614, 6.9453, -1.6055], [-1.2291, 5.5906, -1.4091], [-0.4893, 3.0805, 0.2549], [-0.3943, 1.7533, 0.5788], [-0.6525, 1.6322, 1.9020], [-0.1726, 0.6337, 2.7072], [-0.6080, 0.6525, 4.1448], [-0.1041, 1.5941, 5.0423], [-0.5242, 1.6201, 6.3645], [-1.4565, 0.6953, 6.8176], [-1.9625, -0.2503, 5.9370], [-1.5389, -0.2721, 4.6142], [0.9754, -0.2567, 2.4493], [1.9008, -0.5094, 3.4817], [2.9414, -1.2777, 2.9821], [2.6488, -1.5512, 1.6536], [1.4372, -0.8941, 1.3292], [-1.3074, 2.8891, 2.3652], [-1.1959, 3.7689, 1.3632], [1.3264, 1.6147, -1.2879], [4.3252, -0.5897, -1.6366], [4.6101, -1.4419, -2.6993], [5.9148, -1.8218, -2.9656], [6.9545, -1.3621, -2.1646], [6.6764, -0.5165, -1.1019], [5.3669, -0.1315, -0.8402], [5.1503, -7.2875, 2.1750], [5.6028, -6.3319, -0.0647], [4.6852, -4.1012, -0.6658], [2.7693, -3.8567, 3.1324], [3.7300, -6.0351, 3.7737], [1.3148, -4.3657, -0.9137], [-0.6691, -2.7468, -0.1160], [4.4738, 2.2227, -2.1522], [2.9515, 4.3978, -1.9747], [2.0183, 5.7265, -0.5023], [1.6262, 8.1228, -0.8932], [-0.6160, 8.9225, -1.5856], [-2.4468, 7.2792, -1.9074], [-2.0232, 4.8704, -1.5668], [0.6184, 2.3168, 4.6812], [-0.1251, 2.3653, 7.0430], [-1.7891, 0.7154, 7.8486], [-2.6964, -0.9710, 6.2769], [-1.9393, -1.0068, 3.9259], [1.8204, -0.1157, 4.4813], [3.8233, -1.6058, 3.5100], [-1.6929, 3.0732, 3.3556], [-1.4779, 4.8107, 1.3719], [3.8024, -1.8033, -3.3225], [6.1207, -2.4819, -3.7991], [7.9742, -1.6658, -2.3679], [7.4772, -0.1561, -0.4682], [5.1402, 0.5173, -0.0039], [-4.6087, -2.3556, 0.8126], [-3.5667, -1.7979, -0.1228], [-2.5993, -1.0559, 0.2700], [-2.5759, -0.8557, 1.6648], [-3.7178, -2.1032, -1.5448], [-4.8660, -2.9385, -2.0309], [-2.8549, -1.5557, -2.3609], [-3.0181, -1.7261, -3.6332], [-4.4673, -2.0126, 1.8295], [-4.5808, -3.4477, 0.7911], [-5.5946, -2.0424, 0.4657], [-1.8173, -0.2577, 1.7898], [-5.8295, -2.4389, -1.8849], [-4.9185, -3.9090, -1.5289], [-4.7182, -3.0946, -3.0983], [-1.9334, -1.6697, -6.0906], [-0.7941, -1.3959, -5.3384], [-0.0434, -2.3400, -4.8400], [0.8533, -1.6155, -4.1750], [0.6398, -0.3006, -4.2842], [-0.4406, -0.1827, -5.0358], [-2.4020, -2.3690, -5.5104], [-2.5059, -0.8428, -5.9318], [1.6227, -2.0520, -3.5623], [-7.8313, -0.0417, 0.8972], [-6.6880, 0.4361, 0.2884], [-5.7843, 1.1746, 1.0243], [-4.6394, 1.6525, 0.4077], [-4.3520, 1.4182, -0.9607], [-3.1516, 1.9032, -1.5720], [-5.3052, 0.6285, -1.6507], [-6.4569, 0.1532, -1.0422], [-5.9706, 1.3596, 2.0759], [-3.9170, 2.2083, 0.9972], [-2.7125, 2.7773, -1.0975], [-3.1285, 1.9260, -2.6591], [-5.1103, 0.3691, -2.6852], [-7.1701, -0.4480, -1.5950]]
}

No. 6
{
  "formula": "C33H48BBaGeN7O4",
  "method": "the ωB97M-V functional and the def2-TZVPD basis",
  "e_homo_ev": 0.95,
  "orbital_gap_ev": 2.69,
  "multiplicity": 1,
  "relative_energy_ev": 0.889,
  "charge": -2,
  "lumo_ev": 3.6,
  "symbols": ["Ba", "C", "C", "C", "C", "C", "C", "N", "N", "B", "N", "C", "C", "C", "N", "C", "C", "C", "N", "C", "C", "C", "N", "C", "C", "C", "H", "H", "H", "H", "H", "H", "H", "H", "H", "H", "H", "H", "H", "H", "H", "H", "H", "H", "H", "H", "H", "H", "H", "H", "H", "H", "H", "H", "C", "C", "C", "N", "H", "H", "H", "H", "H", "O", "C", "O", "C", "C", "C", "C", "O", "C", "O", "C", "C", "H", "H", "H", "H", "H", "C", "Ge", "C", "C", "C", "H", "H", "H", "H", "H", "H", "H", "H", "H", "H"],
  "coordinates": [[0.5128, -0.7057, -0.9535], [1.6855, 4.6572, -0.4774], [1.9000, 3.6887, 0.6954], [2.5745, 2.4095, 0.2099], [0.6049, 3.4246, 1.4128], [0.0171, 4.2303, 2.4171], [-1.1542, 3.5823, 2.7285], [-1.2385, 2.4810, 1.9510], [-0.1521, 2.3773, 1.1290], [-2.3456, 1.4321, 2.0902], [-1.7649, 0.1380, 2.7538], [-2.4911, -0.8546, 3.3124], [-1.6142, -1.7792, 3.8376], [-0.3273, -1.2397, 3.5736], [-0.4327, -0.1004, 2.8972], [1.0133, -1.7634, 4.0380], [2.1239, -0.7320, 3.8720], [0.9253, -2.2136, 5.5044], [-3.1140, 1.1740, 0.7497], [-4.4272, 0.8758, 0.7210], [-4.8003, 0.6876, -0.5907], [-3.6113, 0.8963, -1.3177], [-2.5938, 1.1909, -0.5065], [-3.4578, 0.8501, -2.8141], [-2.5224, 1.9456, -3.3405], [-2.9865, -0.5319, -3.2665], [2.6383, 4.9129, -0.9565], [1.2027, 5.5804, -0.1459], [1.0384, 4.1898, -1.2296], [2.5570, 4.1757, 1.4182], [1.9804, 1.9854, -0.5971], [2.6602, 1.6530, 0.9931], [3.5689, 2.6160, -0.1907], [0.4099, 5.1363, 2.8552], [-1.9244, 3.8046, 3.4519], [-3.1996, 1.8740, 2.8421], [-3.5741, -0.8262, 3.3152], [-1.8654, -2.6878, 4.3669], [1.2624, -2.6451, 3.4391], [1.8300, 0.2157, 4.3516], [2.3707, -0.5391, 2.8212], [3.0417, -1.0976, 4.3467], [0.6936, -1.3538, 6.1458], [1.8846, -2.6322, 5.8259], [0.1503, -2.9710, 5.6675], [-5.0078, 0.8485, 1.6327], [-5.7802, 0.4407, -0.9756], [-4.4547, 1.0220, -3.2267], [-1.4919, 1.7692, -3.0195], [-2.8233, 2.9306, -2.9714], [-2.5365, 1.9658, -4.4382], [-1.9533, -0.6602, -2.9472], [-3.0095, -0.6394, -4.3561], [-3.5807, -1.3340, -2.8242], [1.0615, -6.1275, -4.0122], [0.9588, -4.6204, -4.2642], [-0.3431, -4.0577, -3.8441], [-1.3877, -3.6872, -3.5264], [1.9857, -6.5017, -4.4521], [0.2187, -6.6609, -4.4563], [1.0851, -6.3368, -2.9466], [1.0790, -4.3988, -5.3231], [1.7289, -4.0707, -3.7314], [1.6839, -1.4498, -3.3710], [1.0703, -0.4850, -3.8934], [0.6795, 0.5509, -3.2687], [0.7228, -0.5907, -5.3701], [-0.2608, 0.2186, -5.9076], [-0.6394, 0.1163, -7.2562], [0.0281, -0.8081, -8.0071], [-0.1413, -1.0887, -9.3327], [0.7493, -2.1763, -9.6301], [1.5267, -2.4258, -8.4550], [1.0173, -1.6008, -7.4789], [1.3909, -1.5261, -6.1623], [-0.7397, 0.9357, -5.2513], [-1.4196, 0.7370, -7.6837], [1.4028, -1.8953, -10.4501], [0.1721, -3.0606, -9.8847], [2.1705, -2.1463, -5.7293], [4.0073, -3.9823, -1.8693], [3.0321, -3.4474, -0.1890], [4.1701, -4.4820, 1.1279], [1.3873, -4.6046, -0.1751], [2.6935, -1.6900, 0.3455], [3.8507, -5.0427, -2.1315], [5.0789, -3.8215, -1.7057], [3.6983, -3.3435, -2.7099], [4.2863, -5.5606, 0.8845], [3.7124, -4.3864, 2.1216], [5.1647, -4.0195, 1.1660], [0.6825, -4.3472, -0.9843], [0.8694, -4.4397, 0.7773], [1.6286, -5.6735, -0.2547], [3.4906, -1.0503, -0.1087]]
}